30
Properties=species:S:1:pos:R:3:forces:R:3:lowdin_charge:R:1 method="wB97M-V/def2-TZVPD" total_energy_ev=-13375.5800 charge=0 homo_lumo_gap_ev=10.746 fmax_ha_per_bohr=0.0109
C -1.8059 0.7055 -1.9340 0.1357 0.0497 -0.0244 -0.123
C -2.3753 0.0428 -0.6883 -0.0722 0.0267 0.0243 -0.247
C -2.0303 0.6976 0.6774 -0.0315 -0.0434 -0.0966 -0.194
C -1.1095 1.9330 0.6890 0.1500 0.0599 0.4594 -0.200
C 0.1004 1.8673 1.6670 -0.0085 -0.2988 -0.2337 -0.135
B 1.4879 1.5686 0.9787 -0.0458 0.3171 -0.0291 -0.273
O 1.6895 0.6238 0.0215 0.2408 -0.3632 0.3513 0.023
C 1.0170 -0.6299 0.0515 -0.0513 0.0682 -0.2754 -0.145
C 2.0235 -1.7637 0.2554 -0.0567 -0.2888 -0.1096 -0.377
C 2.4592 -2.4165 -1.0611 0.0669 0.0480 0.0113 -0.028
O 1.4860 -2.7345 1.1565 0.3003 0.1325 0.1437 -0.036
H -2.0333 0.1187 -2.8225 -0.0973 -0.0271 -0.0372 0.073
H -0.7219 0.8037 -1.8858 0.0739 -0.0266 -0.0245 0.055
H -2.2059 1.7080 -2.0808 -0.0579 0.0549 -0.0100 0.078
H -3.4602 0.0107 -0.7917 -0.0579 -0.0163 -0.0121 0.097
H -2.0657 -1.0037 -0.6791 0.0946 -0.0405 0.0314 0.091
H -1.6064 -0.0644 1.3294 0.0206 -0.0612 0.0432 0.085
H -2.9667 0.9784 1.1574 -0.0491 0.0089 0.0460 0.102
H -0.7361 2.1674 -0.3033 -0.0745 0.0242 -0.1298 0.085
H -1.7067 2.7859 1.0063 -0.0589 0.1131 -0.1800 0.103
H -0.0843 1.1190 2.4458 -0.0875 0.0336 0.1253 0.104
H 0.1966 2.8223 2.1805 0.0152 0.0211 0.1379 0.088
H 2.4468 2.2381 1.2490 -0.0058 0.0602 -0.2098 0.083
H 0.5002 -0.7672 -0.8978 -0.0962 0.0274 -0.0829 0.117
H 0.2786 -0.6794 0.8487 0.0356 0.1636 0.1568 0.109
H 2.9028 -1.3718 0.7593 -0.0604 0.1794 0.1362 0.147
H 2.1981 -1.8068 -1.9239 0.0281 0.0858 -0.0466 0.077
H 3.5331 -2.5827 -1.0865 0.0560 -0.0872 0.0125 0.076
H 1.9735 -3.3851 -1.1659 -0.0706 -0.0435 -0.0471 0.080
H 0.6151 -2.9851 0.8474 -0.2356 -0.1775 -0.1303 0.084